Model one:
DFT (ωB97M-V with the def2-TZVPD basis set) results for C20H31N5O4 in the gas phase.

Each line ends with the Löwdin charge.
Positions of all 60 atoms, in Å:
C1 -2.2783 1.8990 0.4979  -0.02
N1 -1.3846 1.2822 -0.4950  -0.08
C2 -0.5090 0.2298 0.0545  -0.10
C3 0.9414 0.6815 0.3635  -0.33
O1 0.9154 1.7186 1.3292  -0.02
C4 1.8630 -0.4681 0.8403  -0.09
N2 1.4142 -1.1325 2.0722  0.09
C5 0.6374 -2.2212 2.1113  -0.50
O2 0.2154 -2.7809 1.1023  0.05
C6 0.3174 -2.6986 3.4304  -0.14
C7 0.6461 -2.1687 4.6958  -0.10
N3 0.1694 -2.8837 5.6907  0.10
N4 -0.4996 -3.8854 5.1056  -0.15
C8 -1.1252 -4.9161 5.9248  -0.10
C9 -0.0957 -5.9659 6.3960  -0.30
C10 0.9571 -5.5381 7.4276  -0.16
C11 0.8387 -6.9598 8.0038  -0.18
C12 -0.5717 -7.0321 7.3914  -0.15
C13 -0.4292 -3.8281 3.7384  0.04
C14 -1.4169 1.6579 -1.8003  -0.43
O3 -2.1253 2.5838 -2.1905  0.04
C15 -0.5729 0.9040 -2.8427  -0.04
C16 -0.2024 1.7145 -4.1081  -0.27
C17 0.6365 2.9888 -3.8295  -0.13
C18 2.1124 2.6659 -3.5884  -0.18
C19 2.7136 1.8932 -4.7786  -0.08
C20 1.8048 0.7991 -5.3646  -0.49
O4 2.2052 -0.0952 -6.0929  0.04
N5 0.4916 0.8713 -5.0962  0.11
H1 -2.8954 2.6989 0.0829  0.09
H2 -2.9573 1.1490 0.9063  0.09
H3 -1.7152 2.3212 1.3299  0.08
H4 -0.9486 -0.1393 0.9831  0.13
H5 -0.4923 -0.6419 -0.6025  0.13
H6 1.3848 1.1151 -0.5334  0.12
H7 0.2552 2.3597 1.0478  0.07
H8 1.9878 -1.1978 0.0355  0.13
H9 2.8565 -0.0628 1.0380  0.13
H10 1.6291 -0.6762 2.9416  0.12
H11 1.2272 -1.2786 4.8902  0.11
H12 -1.6066 -4.4294 6.7752  0.13
H13 -1.9195 -5.3852 5.3437  0.13
H14 0.3619 -6.4112 5.5068  0.15
H15 1.9354 -5.2604 7.0318  0.10
H16 0.6099 -4.7850 8.1396  0.11
H17 1.5450 -7.6702 7.5673  0.11
H18 0.8874 -7.0344 9.0914  0.10
H19 -1.3295 -6.6858 8.0988  0.11
H20 -0.8556 -7.9982 6.9705  0.10
H21 -0.8976 -4.5723 3.1096  0.14
H22 0.3352 0.4942 -2.4126  0.10
H23 -1.1778 0.0496 -3.1425  0.13
H24 -1.1328 2.0340 -4.5877  0.14
H25 0.5678 3.6421 -4.7015  0.12
H26 0.2203 3.5749 -3.0094  0.11
H27 2.6761 3.5850 -3.4191  0.11
H28 2.2215 2.0790 -2.6754  0.09
H29 2.9068 2.5728 -5.6079  0.12
H30 3.6714 1.4421 -4.5214  0.12
H31 -0.0115 0.1133 -5.5288  0.15

Gap between HOMO and LUMO (eV): 9.898

Model two:
DFT (ωB97M-V with the def2-TZVPD basis set) results for C20H31N5O4 in the gas phase.

Each line ends with the Löwdin charge.
Positions of all 60 atoms, in Å:
C1 -0.1907 -2.0226 -0.0049  -0.06
C2 0.7934 -3.1778 -0.1474  -0.40
C3 0.1879 -4.3548 -0.9041  -0.07
C4 1.3169 -3.6751 1.2128  -0.12
N1 1.3952 -2.6834 2.2600  -0.06
N2 2.2493 -1.5853 2.1091  0.10
C5 1.8283 -0.6447 3.0398  -0.25
C6 2.6544 0.5820 3.2710  -0.02
C7 1.7659 1.7157 3.7601  -0.48
O1 1.5920 1.9473 4.9422  0.07
N3 1.1633 2.4217 2.7827  -0.02
C8 0.9139 2.1260 1.3656  -0.08
C9 -0.2524 3.1447 1.4049  -0.21
C10 -1.6310 2.6398 1.0091  -0.12
N4 -1.9606 2.8368 -0.4005  -0.10
C11 -2.8461 3.9458 -0.7111  -0.03
C12 -1.3886 2.0140 -1.3094  -0.40
O2 -0.5723 1.1714 -0.9429  0.03
C13 -1.7945 2.1865 -2.7617  0.00
C14 -1.4050 1.1264 -3.7941  -0.48
O3 -1.9628 1.1488 -4.8777  0.06
N5 -0.4386 0.2505 -3.4663  0.12
C15 -0.0132 -0.7558 -4.3905  -0.29
C16 0.8269 -1.8697 -3.8591  -0.10
C17 -0.5919 -2.1369 -4.2944  -0.09
C18 -0.0081 3.2797 2.9295  -0.07
C19 0.6662 -1.0212 3.6019  0.08
C20 0.3220 -2.3387 3.0730  -0.46
O4 -0.6630 -3.0368 3.2364  0.04
H1 -1.0382 -2.3105 0.6215  0.09
H2 0.2794 -1.1439 0.4365  0.06
H3 -0.5800 -1.7260 -0.9810  0.06
H4 1.6544 -2.8112 -0.7191  0.12
H5 -0.7115 -4.7071 -0.3933  0.09
H6 -0.0864 -4.0703 -1.9209  0.06
H7 0.8880 -5.1911 -0.9672  0.08
H8 0.6270 -4.4209 1.6122  0.13
H9 2.2907 -4.1580 1.0987  0.13
H10 3.2296 -1.8422 2.1575  0.16
H11 3.3972 0.3930 4.0471  0.13
H12 3.1704 0.8576 2.3489  0.12
H13 1.7426 2.3694 0.7001  0.12
H14 0.5887 1.1025 1.1822  0.10
H15 -0.0233 4.0665 0.8692  0.15
H16 -1.7166 1.5782 1.2513  0.14
H17 -2.3922 3.1726 1.5823  0.13
H18 -2.8223 4.1877 -1.7677  0.08
H19 -3.8767 3.7217 -0.4257  0.10
H20 -2.5220 4.8318 -0.1624  0.10
H21 -2.8751 2.2900 -2.8505  0.13
H22 -1.3711 3.1261 -3.1293  0.14
H23 -0.0917 0.2797 -2.5153  0.11
H24 0.1958 -0.3742 -5.3800  0.15
H25 1.6369 -2.2353 -4.4738  0.10
H26 1.0308 -1.8744 -2.7960  0.08
H27 -1.3282 -2.3009 -3.5190  0.10
H28 -0.7574 -2.6845 -5.2112  0.10
H29 -0.7814 2.8259 3.5566  0.13
H30 0.2092 4.2800 3.3021  0.12
H31 0.0767 -0.4667 4.3121  0.12

Gap between HOMO and LUMO (eV): 8.988

List of relative energies, unit hartree: model one 0.0000; model two 0.0297